ORCA calculation (ωB97M-V/def2-TZVPD) on a 2-piece molecular cluster, H2N2O3S overall at a distorted geometry.

Structure (XYZ):
```
8
Properties=species:S:1:pos:R:3:forces:R:3:nbo_charge:R:1
N -0.101 0.817 0.042 -1.8436 3.8531 -2.0756 -0.2521
N 0.166 -0.605 1.711 2.6155 -2.5490 3.6577 -0.1534
O -3.555 1.068 -0.695 0.9052 -0.5990 -0.4314 -0.8197
O -2.155 -0.409 0.625 -1.3555 -0.8215 -0.5438 -0.8835
O 0.635 -0.048 0.643 3.9618 -1.1496 -2.1160 -0.2084
S -2.468 0.113 -0.674 -1.2580 0.6923 0.9124 1.6837
H 0.457 1.179 -0.765 0.0554 -0.5658 0.7995 0.3162
H -0.760 -0.443 1.892 -3.0807 1.1395 -0.2029 0.3173
```
Forces are in eV/Å.

## Properties
- spin multiplicity = 3
- energy relative to the best compared isomer or geometry (same formula, charge and spin) (eV) = 2.898
- LUMO (alpha / beta) (eV) = -1.1 / -2.0
- maximum force (eV/A) = 5.17
- calculated total energy (eV) = -19982.8850

ORCA calculation (ωB97M-V/def2-TZVPD) on H2N2O4S as an isolated structure at a distorted geometry.

Structure (XYZ):
```
9
Properties=species:S:1:pos:R:3:forces:R:3:nbo_charge:R:1
N 1.601 0.419 1.322 -1.1736 0.0343 -4.2149 0.2490
N 1.324 0.984 0.047 0.2814 -1.2106 3.0505 -0.6318
O 0.979 -0.684 1.381 0.3601 1.3111 1.7649 -0.4675
O -1.644 -0.987 0.619 -1.1543 -1.5152 -0.7842 -0.4310
O 0.220 0.159 -2.101 -0.2062 -1.5178 1.3550 -0.8679
O -1.163 0.233 0.100 0.8038 0.2142 0.2898 -0.4033
S 0.313 -0.231 -0.513 0.6462 -0.0398 -1.7425 1.5642
H -1.775 -0.929 1.574 0.5079 0.9788 0.1978 0.4825
H 0.145 1.036 -2.429 -0.0654 1.7451 0.0836 0.5057
```
Forces are in eV/Å.

## Properties
- energy relative to the best compared isomer or geometry (same formula, charge and spin) (eV) = 5.088
- LUMO (eV) = -0.4
- maximum force (eV/A) = 4.38
- calculated total energy (eV) = -22030.1032

ORCA calculation (ωB97M-V/def2-TZVPD) on an isolated ion of composition H2N2O4S2 and charge -2 at a distorted geometry.

Structure (XYZ):
```
10
Properties=species:S:1:pos:R:3:forces:R:3:nbo_charge:R:1
N 0.057 0.062 -0.746 -0.4096 0.6301 -0.7605 -0.7009
N -0.009 -0.537 0.525 0.3516 -0.1231 0.9959 -0.7011
O -0.683 1.956 -2.319 0.1591 -0.3014 0.2091 -1.0849
O 2.208 0.423 1.428 -0.2640 -0.1642 -0.2357 -1.0817
O -2.349 0.994 -0.756 0.3018 -0.2429 0.0493 -1.0816
O 0.519 -0.417 3.037 -0.1146 -0.0526 -0.3835 -1.0850
S -0.972 1.560 -0.903 -0.0529 0.2587 -0.1532 1.5151
S 0.771 0.453 1.842 0.0233 0.0577 0.3067 1.5151
H 1.020 0.373 -0.866 -0.0331 -0.0260 -0.0328 0.3522
H -0.998 -0.589 0.765 0.0384 -0.0363 0.0046 0.3527
```
Forces are in eV/Å.

## Properties
- charge = -2
- energy relative to the best compared isomer or geometry (same formula, charge and spin) (eV) = 0.000
- LUMO (eV) = 6.5
- maximum force (eV/A) = 1.07
- calculated total energy (eV) = -32871.8333

ORCA calculation (ωB97M-V/def2-TZVPD) on H2N2O7S3 as an isolated structure at a distorted geometry.

Structure (XYZ):
```
14
Properties=species:S:1:pos:R:3:forces:R:3:nbo_charge:R:1
N 0.099 1.499 -0.144 0.5562 -0.4889 0.1461 -1.2001
N -0.954 -0.529 -1.512 -0.5385 0.8572 -1.1541 -1.2521
O -0.992 -3.006 -1.478 -0.3891 2.2623 1.4828 -0.9875
O -1.666 -0.118 1.289 -2.6711 0.3585 -1.4683 -1.0259
O 0.783 -1.651 -0.136 -0.2475 0.7707 -0.2833 -1.0079
O -0.865 1.809 -2.322 -0.9303 -0.4674 0.0321 -0.9813
O -2.495 1.339 -0.511 0.1685 -1.3296 -0.2439 -0.9030
O -3.397 -1.056 -0.287 0.4307 1.7688 0.4428 -0.9902
O -4.004 0.651 1.327 0.3242 0.3580 -0.7666 -1.0140
S -1.041 -1.792 -0.557 3.5781 -3.5778 -1.4349 1.6861
S -0.917 0.969 -1.141 0.7828 1.8308 -0.7721 2.3420
S -2.935 0.123 0.488 0.2212 -0.9351 3.0827 2.5017
H 0.350 0.747 0.487 -0.2858 0.0818 0.4034 0.3754
H 1.148 -0.817 -0.563 -0.9993 -1.4893 0.5336 0.4567
```
Forces are in eV/Å.

## Properties
- charge = -2
- energy relative to the best compared isomer or geometry (same formula, charge and spin) (eV) = 0.610
- LUMO (eV) = 6.1
- maximum force (eV/A) = 5.26
- calculated total energy (eV) = -49849.0351

ORCA calculation (ωB97M-V/def2-TZVPD) on one molecule with the formula H2N2P2 at a distorted geometry.

Structure (XYZ):
```
6
Properties=species:S:1:pos:R:3:forces:R:3:nbo_charge:R:1
N -0.241 -2.292 -0.369 0.3532 -0.4139 -0.2305 -1.2495
P 1.195 -1.775 -0.870 -1.4129 0.9702 0.7257 1.1723
P -0.609 -0.993 0.641 -0.1265 1.1815 -0.9339 0.9909
N 0.820 -0.222 -0.232 3.6578 1.6875 0.1280 -1.2787
H -1.794 -0.329 -0.067 1.4120 -0.6970 0.5356 -0.0626
H 1.731 0.540 -0.044 -3.8836 -2.7283 -0.2248 0.4276
```
Forces are in eV/Å.

## Properties
- energy relative to the best compared isomer or geometry (same formula, charge and spin) (eV) = 0.684
- LUMO (eV) = 0.0
- SMILES = N1=P2=[P@H]1N2
- maximum force (eV/A) = 4.75
- calculated total energy (eV) = -21588.7742

ORCA calculation (ωB97M-V/def2-TZVPD) on one molecule with the formula H2N3PS at a distorted geometry.

Structure (XYZ):
```
7
Properties=species:S:1:pos:R:3:forces:R:3:nbo_charge:R:1
N 0.695 0.379 0.101 0.3243 -2.3473 -2.2277 -0.6349
N -0.268 0.988 0.608 -1.1647 4.2544 3.7034 -0.4600
N 2.854 -0.077 -1.046 1.4963 -1.7344 -1.0345 -0.9271
P 2.270 1.015 -0.018 -0.0106 1.5967 1.7425 1.1188
S 3.465 -0.701 0.441 -0.6089 0.4958 -0.7712 0.1789
H 0.497 -0.274 -0.648 0.2427 -0.8606 -0.2142 0.3674
H -1.256 0.895 0.516 -0.2790 -1.4046 -1.1983 0.3569
```
Forces are in eV/Å.

## Properties
- energy relative to the best compared isomer or geometry (same formula, charge and spin) (eV) = 1.218
- LUMO (alpha / beta) (eV) = -0.3 / -1.4
- maximum force (eV/A) = 5.76
- calculated total energy (eV) = -24622.6707

ORCA calculation (ωB97M-V/def2-TZVPD) on one molecule with the formula H2N6 at a distorted geometry.

Structure (XYZ):
```
8
Properties=species:S:1:pos:R:3:forces:R:3:nbo_charge:R:1
N 1.410 -0.025 -0.194 0.1437 -0.4491 -0.9691 -0.6422
N 0.038 0.049 -0.137 -0.0077 0.4197 0.4000 0.1426
N -0.676 -1.022 -0.044 1.4985 -2.0519 -0.0454 -0.0760
N -1.888 -0.685 0.139 0.0532 1.9493 0.0696 -0.0797
N -1.885 0.667 0.157 -1.8971 0.1476 -0.2906 -0.0904
N -0.718 1.141 -0.049 1.0689 -0.5748 0.4448 -0.0682
H 1.766 -0.919 0.119 -0.3277 0.2875 0.1097 0.4063
H 1.953 0.793 0.010 -0.5318 0.2717 0.2810 0.4076
```
Forces are in eV/Å.

## Properties
- energy relative to the best compared isomer or geometry (same formula, charge and spin) (eV) = 0.000
- LUMO (eV) = 0.7
- SMILES = Nn1nnnn1
- maximum force (eV/A) = 2.54
- calculated total energy (eV) = -8969.5593

ORCA calculation (ωB97M-V/def2-TZVPD) on a 2-piece molecular cluster, H2N6O overall at a distorted geometry.

Structure (XYZ):
```
9
Properties=species:S:1:pos:R:3:forces:R:3:nbo_charge:R:1
N 0.696 0.231 -2.071 0.3584 0.2475 -0.3204 -0.1258
N 0.255 -0.700 -1.625 0.8015 1.3710 -1.8155 0.2696
N -0.281 0.853 1.079 -0.2705 0.2792 -1.8240 0.1345
N -0.327 2.060 1.160 0.0898 2.8898 1.9233 -0.4768
N -0.260 -1.547 -0.997 -1.5132 -1.1449 3.0005 -0.5575
N 0.433 -0.050 1.381 1.4001 -0.6762 0.3039 0.3079
O 0.433 -1.168 1.813 -0.6505 -0.5244 0.3077 -0.3510
H -0.428 2.805 0.447 -0.5060 -1.9576 -0.4977 0.3862
H -0.522 -2.484 -1.186 0.2905 -0.4844 -1.0778 0.4128
```
Forces are in eV/Å.

## Properties
- energy relative to the best compared isomer or geometry (same formula, charge and spin) (eV) = 2.878
- LUMO (eV) = -0.3
- maximum force (eV/A) = 3.55
- calculated total energy (eV) = -11012.4859

ORCA calculation (ωB97M-V/def2-TZVPD) on one molecule with the formula H2NO2P at a distorted geometry.

Structure (XYZ):
```
6
Properties=species:S:1:pos:R:3:forces:R:3:nbo_charge:R:1
O 0.858 0.566 -1.807 -0.4592 -0.2001 -2.3362 -0.2175
N 0.952 0.551 -0.647 1.1225 -0.1422 1.9445 -0.0820
P -0.327 -0.178 0.386 4.1647 0.6920 2.6471 1.5615
O -0.909 1.053 0.856 -1.6373 1.7020 1.0034 -1.0483
H 0.489 -0.943 1.395 -0.8614 0.6741 -1.2895 -0.0954
H -1.063 -1.049 -0.183 -2.3293 -2.7256 -1.9693 -0.1184
```
Forces are in eV/Å.

## Properties
- energy relative to the best compared isomer or geometry (same formula, charge and spin) (eV) = 3.934
- LUMO (alpha / beta) (eV) = -0.8 / -0.8
- SMILES = O=N[PH2]=O
- maximum force (eV/A) = 4.98
- calculated total energy (eV) = -14902.8316

ORCA calculation (ωB97M-V/def2-TZVPD) on a 2-piece molecular cluster, H2NO2S overall at a distorted geometry.

Structure (XYZ):
```
6
Properties=species:S:1:pos:R:3:forces:R:3:nbo_charge:R:1
N 0.791 -1.401 0.137 0.1843 1.1532 -0.3533 -1.0390
O 1.687 0.847 0.427 -0.4939 0.0368 -0.6101 -0.9301
O -1.876 0.911 -0.176 0.9080 -0.3806 -0.1675 -1.2505
S 0.807 0.043 -0.430 -0.2053 -0.9019 1.3474 1.4701
H -1.573 1.570 0.456 -0.0387 0.1132 0.1068 0.3989
H 0.164 -1.970 -0.414 -0.3545 -0.0207 -0.3233 0.3507
```
Forces are in eV/Å.

## Properties
- charge = -1
- energy relative to the best compared isomer or geometry (same formula, charge and spin) (eV) = 1.692
- LUMO (alpha / beta) (eV) = 4.0 / 4.0
- maximum force (eV/A) = 1.63
- calculated total energy (eV) = -16451.7646

ORCA calculation (ωB97M-V/def2-TZVPD) on an isolated ion of composition H2NO3S and charge -1 at a distorted geometry.

Structure (XYZ):
```
7
Properties=species:S:1:pos:R:3:forces:R:3:nbo_charge:R:1
N 0.690 0.505 -0.711 0.3199 1.6267 2.3235 -1.0697
S -0.585 -0.062 0.309 -0.7455 -5.3480 -1.3537 2.2870
O -0.819 -1.955 -0.036 0.9477 6.1899 0.7473 -0.9876
O -0.016 0.173 1.608 0.2737 -0.1008 1.0854 -1.0160
O -1.759 0.728 0.019 0.0289 -0.3403 -0.4318 -0.9718
H 1.385 0.828 0.043 -1.2051 -0.7042 -1.7050 0.3803
H 1.105 -0.217 -1.232 0.3804 -1.3232 -0.6656 0.3779
```
Forces are in eV/Å.

## Properties
- charge = -1
- energy relative to the best compared isomer or geometry (same formula, charge and spin) (eV) = 2.737
- LUMO (eV) = 4.0
- SMILES = NS(=O)(=O)[O-]
- maximum force (eV/A) = 6.31
- calculated total energy (eV) = -18499.5298

ORCA calculation (ωB97M-V/def2-TZVPD) on an isolated ion of composition H2NO3S2 and charge -1 at a distorted geometry.

Structure (XYZ):
```
8
Properties=species:S:1:pos:R:3:forces:R:3:nbo_charge:R:1
N 0.820 -0.488 0.106 1.4675 -0.7354 -0.4998 -0.4327
O -2.692 -0.296 -0.728 -0.9422 -1.0367 -1.5103 -0.9925
O -1.606 0.273 1.290 0.4411 0.3273 0.8829 -1.0343
O -0.032 0.107 -0.757 -1.3605 0.3925 -0.4385 -0.6539
S 2.386 0.410 0.172 -1.4457 0.6750 3.2387 0.0033
S -1.802 0.637 -0.109 1.4134 0.6458 0.9094 1.6689
H 2.485 0.008 -0.994 1.0293 -0.8469 -3.3279 0.0839
H 0.440 -0.651 1.021 -0.6029 0.5784 0.7455 0.3573
```
Forces are in eV/Å.

## Properties
- charge = -1
- energy relative to the best compared isomer or geometry (same formula, charge and spin) (eV) = 2.451
- LUMO (eV) = 3.5
- maximum force (eV/A) = 3.61
- calculated total energy (eV) = -29334.4478

ORCA calculation (ωB97M-V/def2-TZVPD) on H2NO3S3 as an isolated structure at a distorted geometry.

Structure (XYZ):
```
9
Properties=species:S:1:pos:R:3:forces:R:3:nbo_charge:R:1
N -0.299 -1.096 0.418 0.3635 1.1975 1.6498 -0.8675
O 0.006 0.913 -1.091 -0.0180 0.4252 0.1912 -1.0234
O -0.464 1.334 1.264 0.0556 -0.1250 0.1303 -0.9792
O -2.185 0.363 -0.163 0.0345 0.0676 -0.0542 -0.9989
S 2.042 -0.265 1.460 0.0697 -0.7961 0.1134 -0.2336
S -0.108 -1.847 -0.949 0.3937 -1.3105 -1.2990 0.3561
S -0.770 0.543 0.104 -1.0694 0.5405 -0.1748 2.4605
H 1.773 0.754 0.659 0.0573 0.3704 -0.2092 0.1252
H 0.006 -0.699 -1.703 0.1131 -0.3697 -0.3475 0.1607
```
Forces are in eV/Å.

## Properties
- charge = -1
- energy relative to the best compared isomer or geometry (same formula, charge and spin) (eV) = 1.795
- LUMO (alpha / beta) (eV) = 2.1 / 2.8
- maximum force (eV/A) = 2.07
- calculated total energy (eV) = -40169.9446

ORCA calculation (ωB97M-V/def2-TZVPD) on a 2-piece molecular cluster, H2NO4 overall at a distorted geometry.

Structure (XYZ):
```
7
Properties=species:S:1:pos:R:3:forces:R:3:nbo_charge:R:1
N 2.083 0.886 -0.095 -2.6479 -3.0990 -0.8419 0.3339
O 1.452 1.179 0.873 1.2112 -0.5888 -1.7554 -0.3494
O -1.051 -0.383 -0.716 1.8096 0.0713 -0.8067 -0.5515
O 1.438 -0.425 -0.941 1.8115 3.8949 2.5320 -0.7983
O -0.961 -0.191 0.685 -1.9529 -0.1223 1.4546 -0.5434
H -0.047 -0.091 0.938 0.8760 0.0440 -0.5309 0.4444
H 0.061 -0.368 -0.915 -1.1074 -0.2001 -0.0518 0.4643
```
Forces are in eV/Å.

## Properties
- charge = -1
- energy relative to the best compared isomer or geometry (same formula, charge and spin) (eV) = 1.817
- LUMO (alpha / beta) (eV) = 4.5 / 4.5
- maximum force (eV/A) = 4.99
- calculated total energy (eV) = -9707.2242

ORCA calculation (ωB97M-V/def2-TZVPD) on a 2-piece molecular cluster, H2NO4P overall at a distorted geometry.

Structure (XYZ):
```
8
Properties=species:S:1:pos:R:3:forces:R:3:nbo_charge:R:1
N -1.380 -2.341 -0.838 -0.5233 -0.3902 -1.2321 -0.8714
O 1.344 1.482 1.901 -0.3543 -0.7858 -0.6460 -1.1318
O -0.699 2.304 0.573 0.2203 -1.0378 -0.1726 -1.1261
O 1.567 2.053 -0.601 -0.3579 -0.9992 0.1305 -1.1348
O -0.358 -1.866 0.071 1.0248 1.1354 0.7206 -0.6997
P 0.691 1.741 0.576 0.6236 3.0896 0.7647 2.3718
H -0.846 -2.503 -1.729 -0.2507 0.1610 0.6379 0.1971
H -0.319 -0.871 0.048 -0.3826 -1.1731 -0.2029 0.3949
```
Forces are in eV/Å.

## Properties
- charge = -2
- energy relative to the best compared isomer or geometry (same formula, charge and spin) (eV) = 1.871
- LUMO (eV) = 6.7
- maximum force (eV/A) = 3.24
- calculated total energy (eV) = -18999.4999

ORCA calculation (ωB97M-V/def2-TZVPD) on one molecule with the formula H2NO4P at a distorted geometry.

Structure (XYZ):
```
8
Properties=species:S:1:pos:R:3:forces:R:3:nbo_charge:R:1
N 1.171 -0.234 0.000 0.7302 1.2418 3.2081 0.2689
O 1.361 0.243 1.147 -0.4443 -0.4108 -2.0156 -0.4192
O 1.762 -1.159 -0.456 0.7725 -0.8556 -0.7241 -0.3286
O -0.650 1.616 -0.185 0.3684 0.8426 2.8294 -1.0025
O -1.087 -0.968 0.096 -1.0387 0.9936 -3.8406 -0.9897
P -0.217 0.355 -0.987 -2.4523 -3.1735 1.5200 1.4327
H -0.487 1.562 0.844 -0.2595 -0.0423 -2.5208 0.5490
H -1.853 -1.413 -0.458 2.3237 1.4042 1.5436 0.4893
```
Forces are in eV/Å.

## Properties
- energy relative to the best compared isomer or geometry (same formula, charge and spin) (eV) = 2.409
- LUMO (eV) = -0.5
- maximum force (eV/A) = 4.29
- calculated total energy (eV) = -18998.6865

ORCA calculation (ωB97M-V/def2-TZVPD) on one molecule with the formula H2NOP at a distorted geometry.

Structure (XYZ):
```
5
Properties=species:S:1:pos:R:3:forces:R:3:nbo_charge:R:1
N 0.715 1.085 0.009 -6.8825 -1.6543 0.1150 -1.0758
O -2.084 -0.396 0.009 5.8993 2.0570 0.0551 -0.9057
P -0.519 -0.103 0.004 1.0117 0.7215 0.0156 1.6819
H 0.258 -1.314 0.091 -0.9540 0.2246 -0.1042 -0.0793
H 1.630 0.728 -0.113 0.9256 -1.3488 -0.0814 0.3789
```
Forces are in eV/Å.

## Properties
- energy relative to the best compared isomer or geometry (same formula, charge and spin) (eV) = 2.859
- LUMO (eV) = -0.6
- maximum force (eV/A) = 7.08
- calculated total energy (eV) = -12856.7182

ORCA calculation (ωB97M-V/def2-TZVPD) on a 2-piece molecular cluster, H2NOP overall at a distorted geometry.

Structure (XYZ):
```
5
Properties=species:S:1:pos:R:3:forces:R:3:nbo_charge:R:1
N -0.138 -2.038 0.845 1.2989 -1.1662 -0.0639 -0.8969
P -1.168 -1.015 0.853 -1.4127 1.1408 0.1372 0.8963
O 0.656 1.253 -0.591 3.6082 -3.7543 1.6259 -0.9905
H -0.186 1.590 -0.809 -1.7604 -0.6050 -0.2041 0.4817
H 0.836 0.210 -0.298 -1.7339 4.3847 -1.4951 0.5095
```
Forces are in eV/Å.

## Properties
- energy relative to the best compared isomer or geometry (same formula, charge and spin) (eV) = 2.720
- LUMO (eV) = -0.4
- SMILES = N#P.O
- maximum force (eV/A) = 5.46
- calculated total energy (eV) = -12856.8576